No. 1
69
Properties=species:S:1:pos:R:3:forces:R:3 method="wB97M-V/def2-TZVPD" e_tot_ev=-166736.290 de_lowest_kj_mol=0.0 gap_ev="6.3 / 6.7" spin_multiplicity=2 s2=0.76 total_charge=-1
Sc 2.00605 -1.11145 1.86519 0.218 0.495 0.402
S 0.27847 -2.38879 3.08761 -0.072 -0.160 0.049
As 2.15757 -2.54573 4.27136 -0.049 0.034 -0.187
S 2.69355 -0.39299 4.18971 -0.017 0.026 0.105
S 3.49121 -3.28041 2.68510 0.033 -0.044 0.042
S 2.10163 -3.49442 6.11099 0.009 0.011 -0.022
O 2.54133 -2.21788 -0.04816 -0.071 -0.066 -0.038
C 3.47080 -1.56540 -0.90914 0.031 0.072 0.018
C 4.57663 -0.91176 -0.11855 -0.063 0.009 0.000
C 5.85028 -0.75638 -0.63780 0.010 0.011 -0.003
C 6.81648 -0.14750 0.14497 0.000 0.005 0.022
C 6.48196 0.26104 1.42535 0.000 -0.008 -0.035
C 5.18807 0.05650 1.87113 -0.025 0.009 0.005
N 4.24755 -0.49994 1.10727 -0.044 -0.096 -0.038
H 2.97796 -2.93373 0.46827 -0.037 0.000 0.021
H 2.90845 -0.79593 -1.44379 0.015 -0.008 0.005
H 3.87658 -2.27442 -1.63303 0.006 0.009 0.008
H 6.07488 -1.11664 -1.63300 0.005 0.003 -0.003
H 7.82166 -0.01161 -0.23311 0.003 0.000 -0.002
H 7.20856 0.71711 2.08243 0.008 0.000 -0.002
H 4.87790 0.31446 2.87659 -0.001 -0.006 -0.010
C 2.82664 2.39918 1.45067 0.123 0.044 0.060
C 2.15891 1.51723 0.42186 -0.153 -0.061 -0.107
O 2.43538 1.64538 -0.78403 0.000 0.105 0.074
N 1.22170 0.67202 0.90661 0.459 -0.633 0.153
Te 0.08361 0.03834 -0.75584 -0.656 0.422 -0.765
C -1.66265 1.13427 -2.18574 0.345 -0.484 0.290
C -1.63987 2.51610 -2.26334 -0.057 0.060 -0.054
C -0.61367 3.36454 -1.55622 0.001 0.061 -0.011
C -2.63148 3.15041 -3.02132 0.015 -0.022 -0.013
C -3.60966 2.43203 -3.68899 0.020 -0.002 0.015
C -4.66297 3.12797 -4.50838 -0.027 0.030 -0.014
C -3.59026 1.04225 -3.60083 0.032 0.023 0.027
C -2.62296 0.37586 -2.85493 -0.088 0.201 -0.076
C -2.63798 -1.12408 -2.79551 0.011 -0.092 -0.053
C -1.45409 -0.72524 0.47981 0.055 -0.106 0.022
C -2.18796 0.14711 1.28766 -0.057 -0.016 0.039
C -1.95364 1.62980 1.28909 -0.007 0.057 0.002
C -3.17630 -0.37814 2.11480 0.032 0.014 0.001
C -3.45464 -1.73444 2.15226 0.049 -0.018 -0.045
C -4.47546 -2.29376 3.10086 -0.043 -0.018 0.021
C -2.73044 -2.57820 1.32131 -0.006 0.052 -0.007
C -1.72424 -2.10287 0.48922 -0.010 0.038 0.033
C -0.93945 -3.11313 -0.30529 0.030 -0.024 0.013
H 2.18130 3.26603 1.60919 0.012 0.026 -0.015
H 3.79061 2.73860 1.07472 -0.001 0.011 0.024
H 2.93521 1.89597 2.41162 -0.022 0.002 -0.021
H 0.29307 2.80535 -1.33234 0.010 0.049 -0.028
H -1.01399 3.74713 -0.61308 0.027 -0.001 -0.004
H -0.34013 4.22484 -2.16995 -0.014 0.007 0.007
H -2.62736 4.23474 -3.09135 -0.001 0.006 -0.003
H -4.58361 4.21071 -4.40922 -0.005 0.000 -0.004
H -5.66626 2.83339 -4.19432 -0.001 0.000 0.000
H -4.56822 2.88130 -5.56827 0.003 -0.005 0.001
H -4.34439 0.46542 -4.12946 -0.006 -0.006 -0.002
H -3.35950 -1.53607 -3.50289 0.008 0.004 0.014
H -2.89902 -1.47408 -1.79709 -0.020 -0.022 0.045
H -1.65543 -1.53360 -3.03949 0.014 -0.001 0.008
H -0.89507 1.86153 1.41391 -0.009 -0.015 0.017
H -2.50739 2.09610 2.10362 -0.010 0.027 -0.008
H -2.28877 2.06809 0.34505 0.003 -0.029 0.036
H -3.72971 0.29552 2.76013 -0.004 0.010 0.003
H -5.07680 -1.50227 3.54782 -0.002 0.001 -0.003
H -3.98053 -2.83709 3.90844 0.002 0.001 0.002
H -5.14554 -2.99122 2.59512 0.003 -0.004 0.006
H -2.92315 -3.64541 1.34749 -0.004 -0.005 0.007
H -1.49795 -4.04702 -0.37270 0.013 -0.009 0.008
H 0.00890 -3.32903 0.19404 -0.025 0.005 -0.004
H -0.71232 -2.77570 -1.31406 -0.001 0.017 -0.030


No. 2
74
Properties=species:S:1:pos:R:3:forces:R:3 method="wB97M-V/def2-TZVPD" e_tot_ev=-79508.345 de_lowest_kj_mol=503.1 gap_ev=6.0 spin_multiplicity=1 total_charge=-1
Ba 0.29710 0.22580 -0.07750 -6.630 -0.378 -8.811
O -0.02460 1.48720 1.80220 -0.004 1.507 2.128
S 0.29270 0.33090 2.63730 -1.356 0.589 4.731
O -0.48780 0.33940 3.86500 0.533 -0.071 -0.396
O 0.16740 -0.90610 1.89240 0.142 -1.412 2.337
C 2.00730 0.44530 3.14700 -0.602 -0.085 0.112
C 2.24920 0.70830 4.48600 -0.201 -0.013 0.046
C 3.54130 0.72030 4.98110 0.097 -0.003 -0.086
C 4.60200 0.48240 4.11900 -0.080 0.039 0.059
C 4.35640 0.25140 2.77590 0.118 -0.151 -0.070
C 3.05970 0.21160 2.28850 0.367 0.043 -0.633
S 2.90780 0.05160 0.49390 5.186 -0.289 0.426
O 4.27420 -0.02790 0.02000 -0.509 0.072 0.221
O 2.23260 1.28620 0.10430 2.973 1.736 0.342
O 2.12530 -1.12350 0.16290 2.084 -1.563 0.429
H 1.39070 0.88400 5.11450 -0.021 -0.021 0.144
H 3.71510 0.90850 6.03260 0.005 0.020 0.000
H 5.61950 0.48650 4.48470 0.042 0.010 0.020
H 5.15160 0.09390 2.06260 0.097 -0.002 0.075
C 2.47530 0.40170 -3.32580 -0.720 0.183 0.068
Si 0.65320 0.71550 -3.78070 0.119 0.304 -0.661
C 0.30870 2.59660 -3.63350 0.282 -0.817 0.065
C 0.63390 0.44450 -5.71180 -0.180 -0.130 0.774
N -0.36260 -0.14960 -2.69440 0.528 0.285 -0.888
C -1.29180 -1.07500 -2.96520 0.045 0.146 0.369
C -1.60980 -1.54100 -4.26710 -0.147 -0.200 -0.006
C -2.58260 -2.47950 -4.52080 -0.026 -0.004 -0.098
C -3.33160 -3.02330 -3.48820 -0.095 -0.086 0.067
C -3.04600 -2.61450 -2.19490 -0.088 0.191 0.060
C -2.05480 -1.68720 -1.92840 -0.520 -0.180 -0.784
O -1.84020 -1.32610 -0.58470 -0.371 -0.287 -0.265
C -1.68370 -2.39540 0.25590 -0.171 -0.797 0.556
C -0.97600 -3.53290 -0.12390 0.164 0.337 -0.157
C -0.80120 -4.56960 0.77230 0.046 -0.041 0.075
C -1.33350 -4.49360 2.04990 0.036 -0.056 0.061
C -2.03460 -3.36170 2.42910 -0.002 -0.038 -0.007
C -2.22120 -2.32430 1.53580 -0.046 0.197 -0.280
H 3.16010 0.98050 -3.93720 0.106 0.189 -0.158
H 2.74830 -0.64520 -3.40970 -0.042 -0.249 -0.042
H 2.62810 0.69330 -2.29300 0.232 0.079 0.207
H 0.79790 3.17270 -4.41260 0.225 0.033 -0.202
H 0.68530 2.93150 -2.67510 0.032 0.271 0.294
H -0.75050 2.82170 -3.66230 -0.250 -0.042 0.018
H 1.34580 1.10910 -6.19600 0.188 0.198 0.115
H -0.34060 0.65240 -6.14270 -0.248 0.042 -0.093
H 0.91020 -0.57050 -5.98190 0.041 -0.251 -0.061
H -1.03920 -1.14240 -5.08470 0.059 0.059 -0.152
H -2.76230 -2.79450 -5.54170 -0.010 0.006 -0.061
H -4.11500 -3.74000 -3.68160 -0.056 -0.099 0.023
H -3.60520 -3.02620 -1.36470 -0.020 -0.036 0.083
H -0.53960 -3.56990 -1.11350 -0.038 -0.063 -0.022
H -0.22290 -5.43540 0.47830 -0.002 -0.026 -0.041
H -1.18060 -5.30000 2.75260 0.002 -0.062 0.044
H -2.42120 -3.27260 3.43330 -0.061 0.009 0.084
H -2.73290 -1.42300 1.84210 -0.068 0.064 0.008
C -6.12220 2.12870 1.52990 -0.063 0.266 -0.131
C -5.84950 3.12570 0.40740 0.184 -0.135 -0.023
C -5.93280 2.44680 -0.95710 -0.079 0.221 0.166
C -4.50980 3.86130 0.60030 -0.669 0.383 0.216
N -3.35710 3.16420 0.10210 0.631 -1.032 -0.015
C -2.87810 1.91410 0.25550 -0.127 0.357 -0.093
N -1.79900 1.79270 -0.47860 -1.337 -0.064 0.495
N -1.61510 2.96750 -1.05680 0.795 0.302 -0.642
N -2.52020 3.78470 -0.73170 -0.555 1.267 -0.209
H -7.12590 1.72420 1.42770 -0.090 -0.124 0.018
H -6.04950 2.61500 2.49950 0.020 -0.015 0.168
H -5.42110 1.30090 1.50150 0.087 -0.182 0.041
H -6.62270 3.90220 0.45610 0.111 -0.023 0.017
H -5.20540 1.64320 -1.04270 0.040 -0.090 -0.062
H -5.74960 3.16110 -1.75520 0.043 0.039 -0.176
H -6.92290 2.02060 -1.09550 -0.098 -0.063 -0.062
H -4.36210 4.09040 1.66010 0.011 0.038 -0.093
H -4.52210 4.79970 0.03880 0.051 -0.117 0.141
H -3.29560 1.15210 0.87600 -0.139 -0.185 0.175


No. 3
73
Properties=species:S:1:pos:R:3:forces:R:3 method="wB97M-V/def2-TZVPD" e_tot_ev=-123961.787 de_lowest_kj_mol=195.8 gap_ev=7.9 spin_multiplicity=1 total_charge=-1
Br 17.97017 -8.60151 -19.86378 0.089 -0.016 -0.085
C 13.28044 -8.60568 -18.97496 1.423 1.133 2.715
O 12.38938 -8.14785 -18.30048 -1.940 -0.066 1.343
N 13.29041 -8.71603 -20.23724 -1.363 -0.927 -6.400
N 14.50106 -8.85190 -18.50426 1.467 -0.558 2.892
H 14.18693 -8.65625 -20.69854 -0.563 -0.320 -0.420
H 12.42247 -8.67634 -20.75222 0.403 0.289 -0.052
H 14.51861 -8.74767 -17.49980 0.649 0.083 -0.215
H 15.31386 -9.22410 -18.97428 -0.365 -0.017 -0.124
C 15.38503 -6.77149 -22.62667 -0.436 0.166 -2.306
O 14.50907 -6.16914 -23.21501 -0.583 0.786 -0.834
N 15.35564 -6.98946 -21.34591 -0.316 -0.218 2.598
N 16.43532 -7.37503 -23.22148 0.790 -0.248 -0.776
H 14.52414 -6.65731 -20.87861 0.571 -0.079 0.423
H 16.16374 -7.45151 -20.95400 -0.302 0.133 1.013
H 16.99609 -7.98036 -22.63906 0.296 0.526 -0.558
H 16.66324 -7.16111 -24.18189 -0.078 -0.090 0.459
C 18.06839 -10.06133 -23.38141 1.474 -1.290 2.145
C 18.25114 -9.70139 -24.65923 -0.372 0.615 -0.865
C 19.20051 -10.36650 -25.48931 -2.526 2.643 2.463
C 20.02788 -11.23314 -24.89214 1.473 -1.554 -0.288
C 19.98238 -11.56124 -23.52026 -0.202 -0.155 -2.073
C 18.97033 -10.99333 -22.84022 0.039 -0.332 2.917
O 19.00772 -11.34242 -21.47851 -0.499 -0.059 -1.109
O 19.31161 -9.88914 -26.73579 0.382 -0.413 -1.285
H 17.47213 -9.56388 -22.63081 -0.337 -0.193 -0.426
H 17.68265 -8.80612 -24.86346 0.058 -0.164 -1.311
H 20.74327 -11.61586 -25.60497 0.682 -0.572 0.335
H 20.62040 -12.25363 -22.99118 0.243 0.099 -0.307
H 18.84251 -10.55991 -20.94750 -0.383 0.455 0.393
H 19.90585 -10.51244 -27.16004 0.200 0.187 -0.663
C 15.97048 -7.47706 -13.92175 0.618 -0.642 -1.104
C 17.05264 -7.86000 -13.12048 -1.258 1.307 -1.542
C 18.26535 -8.10099 -13.76488 -1.726 0.161 -1.335
C 18.41518 -8.00674 -15.18347 -0.682 0.304 2.197
C 17.28020 -7.78829 -15.95614 -0.597 -1.182 0.371
C 16.04166 -7.60635 -15.32748 1.184 0.472 1.678
O 14.90274 -7.54592 -16.04313 -0.407 0.363 -0.632
O 19.19028 -8.61370 -12.96669 2.249 -0.363 1.180
H 15.02370 -7.16186 -13.50865 -0.148 -0.191 0.320
H 16.83982 -7.84089 -12.06183 0.795 -0.273 0.171
H 19.41843 -8.08845 -15.57490 -0.058 -0.366 -0.404
H 17.28799 -8.11851 -16.98438 0.166 0.800 -0.478
H 14.23050 -7.10167 -15.52128 -0.266 -0.076 -0.078
H 20.06489 -8.45591 -13.32969 0.207 -0.154 -0.061
C 18.76256 -4.91404 -21.65246 -1.047 2.298 -1.391
C 18.80609 -4.13426 -22.85143 -1.116 -0.135 0.482
C 17.77769 -3.19705 -23.10475 -0.573 0.190 2.620
C 16.82159 -2.89852 -22.08340 -0.023 -0.914 -0.217
C 16.70682 -3.67018 -20.93414 2.334 -0.299 -0.672
C 17.72340 -4.62351 -20.76085 0.434 -1.386 0.671
O 17.70697 -5.30786 -19.56264 -0.263 0.770 0.393
O 17.67379 -2.46580 -24.23636 1.111 -0.102 -1.631
H 19.56601 -5.60628 -21.44830 -0.213 -0.140 0.227
H 19.61080 -4.29905 -23.55263 -0.074 0.087 -0.228
H 16.10570 -2.10752 -22.25137 -0.111 0.139 -0.228
H 16.07126 -3.57129 -20.06657 -0.436 0.375 -0.363
H 17.65484 -6.25631 -19.70163 0.228 -0.629 -0.095
H 17.20067 -1.63481 -24.15151 -0.129 -0.244 0.515
C 22.72831 -6.30603 -17.98659 -0.271 1.404 1.176
C 21.84035 -6.89865 -18.83194 0.572 -0.382 -0.406
C 22.25112 -8.10145 -19.39876 -2.805 -0.610 -0.265
C 23.43505 -8.69627 -19.06769 -0.117 0.092 -1.015
C 24.24564 -8.06478 -18.17382 1.717 -0.923 1.040
C 23.89115 -6.90565 -17.55422 0.458 1.288 0.122
O 24.68685 -6.19224 -16.64413 -0.634 -0.156 -0.401
O 21.41260 -8.86131 -20.16963 0.895 -0.270 -0.524
H 22.44567 -5.32761 -17.62714 0.190 0.112 0.400
H 20.90806 -6.37929 -18.99779 -0.191 -0.351 -0.429
H 23.67704 -9.58268 -19.63523 0.241 -0.236 0.395
H 25.17041 -8.53740 -17.87743 0.304 -0.106 -0.052
H 25.43765 -6.69392 -16.31823 -0.094 -0.346 -0.265
H 20.49464 -8.58127 -20.19265 -0.440 0.471 0.263